The following is a DFT calculation (ωB97M-V/def2-TZVPD) of a 12-piece molecular cluster, H24O12 overall in a non-equilibrium geometry.

The geometry in ORCA input format:
```
! wB97M-V def2-TZVPD RIJCOSX def2/J DEFGRID3
* xyz 0 1
H 0.33117 -0.76006 0.43471
H 1.68383 -0.20203 0.02370
H -1.19767 1.45822 2.26935
H -1.67474 1.80111 3.67110
H 2.76142 -0.42430 -2.93011
H 1.83636 -0.64458 -1.74445
H -1.00464 -0.23028 2.35617
H -0.76018 -1.65191 2.83498
H -3.42600 1.16024 0.84041
H -4.15300 1.63404 -0.40741
H -2.98594 -0.26239 -2.31022
H -3.53940 1.12502 -2.59093
H 0.38876 2.34296 1.08509
H 0.56630 0.90496 1.54411
H 0.92611 -2.37218 -2.79990
H 1.61646 -3.53890 -3.48708
H -0.23830 -0.35548 -2.34050
H -1.07742 -1.50469 -1.80642
H -3.87694 -0.17994 -0.17426
H -3.01775 -1.37183 0.21462
H 3.73909 2.10712 -0.03927
H 3.63166 0.77467 -0.76251
H 5.56484 0.60908 2.98391
H 4.05993 0.78747 2.86782
O 0.97942 -0.78661 -0.27807
O -1.67232 1.08835 3.02228
O 1.83953 -0.34455 -2.66040
O -0.32244 -0.79971 2.72946
O -3.26959 1.46846 -0.05933
O -3.69573 0.33829 -2.05652
O 0.98334 1.77292 1.58561
O 0.81549 -3.30780 -3.00332
O -1.10863 -0.55687 -1.97863
O -3.63468 -0.72807 0.58063
O 4.25349 1.32698 -0.27540
O 4.81288 0.37784 2.42706
*
```

E_LUMO = 0.00 eV
energy relative to the best compared isomer or geometry (same formula, charge and spin) = 3.910 eV
HOMO energy = -10.04 eV
HOMO-LUMO gap = 10.04 eV
energy = -24957.7843 eV
structure (SMILES) = O.O.O.O.O.O.O.O.O.O.O.O

The following is a DFT calculation (ωB97M-V/def2-TZVPD) of a 12-piece molecular cluster, H24O12 overall in a non-equilibrium geometry.

The geometry in ORCA input format:
```
! wB97M-V def2-TZVPD RIJCOSX def2/J DEFGRID3
* xyz 1 2
O 0.69452 1.24276 2.69334
H 1.31449 1.90799 2.99225
H 0.95681 1.05824 1.79146
O 3.38292 -0.42839 1.80140
H 2.42995 -0.46748 1.88242
H 3.69924 -1.15745 2.33491
O 0.60973 3.23230 -1.24087
H 0.70679 4.00292 -1.80030
H 1.47048 3.11831 -0.83794
O -2.34481 1.58576 -0.98859
H -2.73555 0.71386 -1.04650
H -2.13380 1.81478 -1.89371
O -3.10334 -1.23111 -1.52613
H -2.79615 -1.47948 -0.65424
H -4.03760 -1.43934 -1.51975
O -0.73435 3.63181 1.13062
H -0.58120 3.42963 0.20763
H -0.24930 2.95835 1.60750
O 3.08175 2.50409 -0.18069
H 3.90219 2.68472 -0.63948
H 3.08282 1.55564 -0.05151
O -2.59908 -1.26169 1.11974
H -2.32280 -0.36869 1.32576
H -2.75824 -1.66641 1.97244
O -0.89837 -2.80986 -2.16179
H -1.54211 -2.15101 -1.90151
H -0.97245 -2.85431 -3.11508
O 2.41725 -3.10624 -0.58450
H 2.21536 -3.69876 -1.30866
H 1.56407 -2.78684 -0.29076
O 0.21254 0.28859 0.18755
H 0.42145 0.80851 -0.58851
H -0.24862 -0.47756 -0.15388
O -0.32025 -3.07911 0.55934
H -1.03371 -2.88154 1.16612
H -0.75050 -3.19285 -0.28811
*
```

E_LUMO (alpha / beta) = -3.25 / -10.62 eV
energy relative to the best compared isomer or geometry (same formula, charge and spin) = 0.962 eV
HOMO energy (alpha / beta) = -12.81 / -12.81 eV
HOMO-LUMO gap (alpha / beta) = 9.56 / 2.19 eV
energy = -24949.9990 eV
⟨S²⟩ = 0.7545

The following is a DFT calculation (ωB97M-V/def2-TZVPD) of H24O20S2Zn as an isolated structure in a non-equilibrium geometry.

The geometry in ORCA input format:
```
! wB97M-V def2-TZVPD RIJCOSX def2/J DEFGRID3
* xyz -2 1
Zn 3.04343 1.89449 -2.26096
S -0.65733 0.03936 0.86388
O -0.01059 -1.09506 1.52996
O 0.29453 0.67051 -0.08845
O -1.84034 -0.37186 0.10485
O -0.90215 1.13483 1.81600
S 2.35297 -2.19154 -5.27701
O 2.07448 -0.91865 -4.71873
O 1.14006 -3.03455 -5.24608
O 2.75533 -2.00618 -6.66494
O 3.43214 -2.80554 -4.46862
O -2.85177 -4.60350 3.65922
H -2.24039 -4.55771 4.39431
H -2.74001 -3.77011 3.20185
O -5.30174 2.28625 -0.44194
H -6.10469 1.79735 -0.62217
H -4.62129 1.61588 -0.38033
O 5.11655 -0.56527 -0.54389
H 5.74274 -0.55064 0.17991
H 5.18727 -1.44909 -0.90459
O -2.68948 0.27818 5.66806
H -2.01007 0.53673 5.04533
H -3.47889 0.18126 5.13544
O -2.64048 0.70871 -4.15171
H -2.85422 0.29387 -3.31597
H -1.69532 0.58898 -4.24428
O 1.98479 3.42255 3.74948
H 1.87437 3.28069 4.68966
H 1.27372 2.92438 3.34647
O -2.08079 5.68023 1.81652
H -3.03479 5.61921 1.86554
H -1.77624 4.78087 1.93757
O 2.48990 -4.46065 3.78045
H 1.99305 -3.76973 3.34226
H 2.56863 -5.15282 3.12399
O 4.43009 4.13600 -0.06316
H 5.20701 4.69513 -0.06223
H 3.97306 4.35887 0.74782
O -4.40961 -4.03035 -0.55626
H -4.98848 -4.04599 -1.31842
H -3.75264 -3.36700 -0.76745
O 1.43850 4.57914 -3.59652
H 1.74833 5.48425 -3.62829
H 0.50321 4.63866 -3.79125
O 0.66118 -4.66673 -0.84969
H 0.70143 -3.88925 -0.29279
H 0.69454 -4.32416 -1.74286
*
```

E_LUMO = -0.15 eV
energy relative to the best compared isomer or geometry (same formula, charge and spin) = 9.145 eV
HOMO energy = -2.32 eV
HOMO-LUMO gap = 2.17 eV
energy = -111422.9347 eV

The following is a DFT calculation (ωB97M-V/def2-TZVPD) of a 12-piece molecular cluster, H25O12 overall in a non-equilibrium geometry.

The geometry in ORCA input format:
```
! wB97M-V def2-TZVPD RIJCOSX def2/J DEFGRID3
* xyz 1 1
O 0.27623 0.39750 -1.33407
H 0.22475 0.67138 -0.29257
H 1.01485 0.44220 -1.95412
O 2.65500 -0.59971 3.50790
H 3.38671 -0.15574 3.97867
H -3.54650 2.99769 -1.07230
O 1.40645 -3.21564 2.57212
H -3.20212 2.67752 2.71557
O -2.82169 0.17715 -2.71167
H 2.26192 -3.57570 2.26440
H -3.53103 -0.22554 -2.23708
O -0.26575 -1.05434 -3.47005
H -0.82298 -1.67978 -3.73857
H 0.35553 -0.91274 -4.15997
O 2.15411 1.04508 -3.37168
H 2.07907 1.54636 -2.48549
H 1.45378 1.41841 -3.89357
O -2.81152 2.73969 -0.69311
H -0.70812 -0.33025 1.47768
H 3.32339 2.89748 -0.40936
O -0.02295 -0.15510 0.76891
H 0.57670 0.52822 1.29902
H 3.35191 -1.38867 3.42304
O -2.61247 2.21765 2.92522
H 0.09249 -0.64795 -1.45955
H -1.85197 2.60466 3.02995
O -1.39259 -0.56340 3.01136
H -0.53842 -0.78608 3.46186
H -1.68189 0.33580 3.43800
O 2.87290 2.08621 -0.44180
H -2.60317 0.01503 -3.62563
H 3.36371 1.45264 -0.01538
O -0.45342 -3.17134 -0.44290
H -2.57436 2.09242 -1.37410
H -1.03018 -3.71167 -0.01653
H 1.25735 -2.51706 1.82082
H 0.36428 -3.65235 -0.49502
*
```

E_LUMO = -2.85 eV
energy relative to the best compared isomer or geometry (same formula, charge and spin) = 5.903 eV
HOMO energy = -13.80 eV
HOMO-LUMO gap = 10.95 eV
energy = -24965.1278 eV

The following is a DFT calculation (ωB97M-V/def2-TZVPD) of a 12-piece molecular cluster, H25O12 overall in a non-equilibrium geometry.

The geometry in ORCA input format:
```
! wB97M-V def2-TZVPD RIJCOSX def2/J DEFGRID3
* xyz 1 1
O -1.05396 0.88969 -1.01304
H 2.71210 -1.74964 0.89412
H -2.40171 0.44746 -4.40619
O -2.30696 1.67330 2.62532
H -2.76348 1.91080 3.43911
H -2.35916 2.44051 2.04925
O -0.21901 -2.60495 -0.85796
H 1.06089 1.55469 -3.72964
O -3.45036 -2.61040 2.35900
H 0.56635 -2.14600 -0.55772
H -3.14587 -1.71943 2.23704
O -0.11392 2.20764 1.03174
H -0.29663 1.75447 1.87362
H 0.14733 3.08946 1.32326
O 1.65979 1.01425 -0.56512
H -1.40870 -2.49032 1.18648
H 1.96223 0.07775 -0.44485
O -2.38099 0.71758 -3.48263
H -3.19462 1.22454 -3.37700
H -1.70166 1.01448 -0.31406
O 4.10630 0.55915 -0.70503
H -1.52512 0.78324 -1.85202
H 4.99931 0.53198 -1.05948
O 0.92353 1.88635 -2.83132
H -0.85344 -2.23987 -1.47012
H 1.13517 2.81724 -2.98972
O 2.32346 -1.63949 0.01654
H 2.89827 -2.21360 -0.50968
H 0.77990 1.10853 -0.07364
O -0.74808 -2.69216 1.85778
H -2.72639 -3.23198 2.44832
H 1.42262 1.08177 -1.55804
O 0.59571 -0.21217 2.10212
H 4.09087 1.29981 -0.09162
H 1.30022 -0.26605 2.75151
H -0.10027 -3.25447 1.42394
H 0.06626 -1.01417 2.26975
*
```

E_LUMO = -2.73 eV
energy relative to the best compared isomer or geometry (same formula, charge and spin) = 0.813 eV
HOMO energy = -13.24 eV
HOMO-LUMO gap = 10.51 eV
energy = -24970.2175 eV

The following is a DFT calculation (ωB97M-V/def2-TZVPD) of a 12-piece molecular cluster, H25O12 overall in a non-equilibrium geometry.

The geometry in ORCA input format:
```
! wB97M-V def2-TZVPD RIJCOSX def2/J DEFGRID3
* xyz 1 1
O 2.80465 0.41613 -0.69512
H -1.66466 1.94260 2.77064
H 3.04567 -0.11828 -1.46462
O 0.80128 -2.24930 -0.66272
H 0.33298 -3.08658 -0.52776
H 1.35904 2.93281 0.27028
O -3.17397 -0.30870 0.85324
H 1.75150 1.45915 3.93251
O 2.52679 -3.12230 1.20912
H -3.61409 0.07468 1.61773
H 2.55246 -3.12774 2.17015
O -2.60126 0.73302 -3.98244
H -2.73906 1.66252 -3.72826
H -3.45804 0.34119 -3.65355
O -1.44120 -3.90880 -0.81301
H -1.80969 -3.02284 -1.01524
H -2.07425 -4.07405 -0.09292
O 0.44651 2.94828 -0.07151
H -2.25736 -0.24064 1.16667
H -0.60722 0.25950 -1.58726
O -1.66801 2.16923 1.79766
H -0.71320 2.39674 1.83885
H 1.70129 -2.29730 -0.20874
O 1.17947 2.04787 3.39260
H 3.56579 0.99589 -0.60435
H 1.66056 1.93451 2.55849
O -0.24995 1.33361 -2.91747
H -1.01632 0.99920 -3.43485
H -0.12037 2.28136 -2.94819
O -0.63426 -0.20333 -0.69980
H 3.29194 -3.51086 0.78347
H -0.29421 0.67860 -0.27194
O 0.70912 -0.37681 1.65884
H 0.02788 3.84474 0.01227
H 1.58372 -0.60801 1.34363
H 0.20192 -0.86376 -0.60309
H 0.59452 -0.33231 2.60666
*
```

E_LUMO = -2.96 eV
energy relative to the best compared isomer or geometry (same formula, charge and spin) = 1.569 eV
HOMO energy = -13.62 eV
HOMO-LUMO gap = 10.66 eV
energy = -24969.4616 eV

The following is a DFT calculation (ωB97M-V/def2-TZVPD) of H26HeO13 as an isolated structure in a non-equilibrium geometry.

The geometry in ORCA input format:
```
! wB97M-V def2-TZVPD RIJCOSX def2/J DEFGRID3
* xyz 0 1
He 0.30675 -0.39408 -0.20691
O 0.86633 -0.18751 2.69857
H -0.08777 -0.25731 2.66640
H 1.16715 -1.08202 2.85855
O -1.87280 -0.24477 2.63394
H -2.02768 -0.85814 3.35228
H -2.44653 0.49743 2.82418
O -0.00947 3.32920 0.75057
H 0.11145 3.78906 -0.08017
H -0.09114 4.02651 1.40120
O 2.06349 2.08691 1.78420
H 1.72704 1.21549 1.99314
H 1.34032 2.52131 1.33196
O -1.37277 1.58514 -3.20536
H -1.67771 2.05337 -2.42818
H -0.44175 1.43251 -3.04368
O -2.11071 2.04037 -0.48114
H -2.15821 1.09431 -0.34349
H -1.32421 2.31250 -0.00827
O 2.26833 -3.25668 1.01292
H 2.96151 -3.87287 0.77620
H 2.72731 -2.43554 1.18988
O 1.26979 1.16255 -2.90747
H 1.88521 1.39299 -2.21148
H 1.79862 0.68600 -3.54736
O -2.16882 -3.75717 0.53211
H -2.86748 -3.55711 1.15509
H -1.44757 -3.18203 0.78753
O 1.60431 -2.24280 -2.18608
H 2.33567 -1.93083 -1.65315
H 0.82936 -1.85204 -1.78236
O 2.97024 2.17150 -0.83056
H 3.87612 2.48021 -0.81312
H 2.74779 2.02819 0.08935
O -2.69899 -0.57349 -0.14751
H -2.40208 -0.63551 0.76037
H -3.56352 -0.98437 -0.14587
O -1.20192 -2.20756 -1.88141
H -1.69062 -1.49278 -1.47334
H -1.19505 -2.90095 -1.22156
*
```

E_LUMO = -0.74 eV
energy relative to the best compared isomer or geometry (same formula, charge and spin) = 1.593 eV
HOMO energy = -9.33 eV
HOMO-LUMO gap = 8.59 eV
energy = -27119.0770 eV

Among the records above, which one has the lowest energy relative to the best compared isomer or geometry (same formula, charge and spin)? number 5

Look up the energy of the sixth one. -24969.4616 eV